No. 1
DFT (the ωB97M-V functional and the def2-TZVPD basis) results for a molecular structure, C53H41N7O2RuSe2 at a distorted geometry.

Geometry as XYZ:
```
106
Properties=species:S:1:pos:R:3:forces:R:3
Ru 0.2379 -0.3626 -0.2498 1.6809 2.2767 1.6107
O 2.1565 -0.4699 0.3121 -0.8131 0.7576 -1.7339
C 2.7882 -1.1715 1.2871 0.2493 -1.0129 1.2684
C 1.7545 -1.6886 2.3539 0.3780 0.2211 -0.2945
C 1.0872 -0.4830 2.9170 0.1459 -0.2963 0.4211
C 1.5650 0.1200 4.0753 -0.3005 0.0111 0.0475
C 1.0013 1.3105 4.4976 -0.0738 -0.0824 -0.1729
C -0.0153 1.8656 3.7407 -0.0395 -0.2517 0.0163
C -0.4529 1.1958 2.6031 -0.2883 0.3471 0.2654
C -1.5023 1.7886 1.7286 0.2407 0.2675 -0.3846
C -0.7884 2.5224 0.5408 -0.8913 0.4047 1.1021
O -0.0432 1.6481 -0.1906 0.9020 -1.3391 -1.3188
C 0.0669 3.6529 1.1404 0.0810 -0.2350 -0.1706
C -0.5462 4.6790 1.8513 0.1679 -0.0123 0.0318
C 0.2138 5.7018 2.3860 -0.0956 0.0378 0.0550
C 1.5880 5.7139 2.2114 0.1484 0.0076 0.0325
C 2.1962 4.7082 1.4810 0.0733 0.1351 0.0205
C 1.4358 3.6873 0.9367 -0.1126 -0.2063 -0.0969
C -1.8005 3.2637 -0.3550 0.1459 -0.2533 0.0740
C -1.2809 3.9682 -1.4347 -0.1530 -0.0079 -0.0915
C -2.1131 4.6755 -2.2843 0.1623 -0.0020 0.0756
C -3.4769 4.7071 -2.0480 -0.1705 -0.0017 -0.0427
C -4.0003 4.0082 -0.9746 -0.1611 0.0043 -0.0352
C -3.1706 3.2865 -0.1315 0.1567 0.0649 -0.0750
N 0.0869 0.0422 2.2135 0.0070 -0.3653 -1.4395
C 3.6228 -2.3243 0.6930 -0.2767 0.2257 0.1832
C 3.5991 -3.6221 1.1837 0.1014 0.1219 -0.1221
C 4.4479 -4.5793 0.6495 0.0159 -0.1564 -0.0263
C 5.3065 -4.2574 -0.3871 0.0215 -0.2012 0.0207
C 5.3128 -2.9700 -0.8982 -0.0423 0.1641 -0.0173
C 4.4875 -2.0052 -0.3480 -0.0591 -0.1049 -0.0704
C 3.7993 -0.3038 2.0530 -0.1598 0.1026 -0.2376
C 4.7286 -0.9026 2.8954 -0.0464 0.1620 -0.0192
C 5.6131 -0.1202 3.6126 0.0327 -0.0292 0.1021
C 5.5738 1.2597 3.4956 0.0298 0.1364 0.0593
C 4.6413 1.8581 2.6662 0.0598 0.0526 0.0561
C 3.7544 1.0770 1.9474 -0.0460 -0.1903 -0.1610
H 2.2840 -2.2201 3.1411 -0.0887 -0.1066 0.0279
H 1.0239 -2.3408 1.8681 0.0656 -0.0320 0.1290
H 2.3731 -0.3360 4.6244 0.0973 -0.0702 0.0011
H 1.3518 1.8023 5.3932 0.0534 0.0319 0.0339
H -0.4696 2.8058 4.0165 -0.0334 0.0082 -0.0171
H -2.0959 2.5035 2.2956 -0.0841 -0.1060 0.0174
H -2.1427 0.9979 1.3296 -0.0301 0.1168 0.1256
H -1.6192 4.6913 1.9765 -0.1414 0.0104 0.0087
H -0.2678 6.4980 2.9320 -0.0526 0.0938 0.0816
H 2.1795 6.5101 2.6364 0.0608 0.0947 0.0273
H 3.2640 4.7269 1.3204 0.1052 0.0087 -0.0205
H 1.8903 2.9123 0.3344 -0.0336 -0.0187 -0.0044
H -0.2145 3.9614 -1.5968 0.1777 -0.0286 -0.0260
H -1.6949 5.2098 -3.1237 0.0500 0.1203 -0.0799
H -4.1272 5.2823 -2.6880 -0.0866 0.0514 -0.0965
H -5.0620 4.0215 -0.7833 -0.1602 0.0580 0.0057
H -3.6087 2.7396 0.6884 -0.0360 -0.0498 0.1512
H 2.9290 -3.9073 1.9791 -0.0737 0.0028 0.1396
H 4.4350 -5.5802 1.0547 0.0397 -0.1256 0.0165
H 5.9771 -5.0042 -0.7848 0.0310 -0.0739 -0.0655
H 5.9696 -2.7125 -1.7152 0.0985 0.0240 -0.0551
H 4.5033 -0.9926 -0.7223 -0.0134 0.1185 -0.0337
H 4.7647 -1.9781 2.9873 0.0555 -0.1142 -0.0007
H 6.3355 -0.5872 4.2641 0.0989 -0.0456 0.0708
H 6.2679 1.8682 4.0532 0.1008 0.0723 0.0755
H 4.6005 2.9339 2.5828 0.0038 0.1062 -0.0001
H 3.0138 1.5229 1.3015 -0.0056 -0.0071 -0.0228
Se -4.9729 -5.9152 0.3238 0.5696 0.6088 -0.1471
N -5.0629 -4.1595 0.0939 -0.0808 0.5819 -0.1368
C -3.8483 -3.6840 -0.0997 -0.7473 -1.2059 0.2125
C -3.5570 -2.3060 -0.3716 1.8442 0.6025 0.0272
C -4.5033 -1.3363 -0.6506 0.1042 1.0416 -0.2703
C -4.0722 -0.0609 -1.0134 -0.3702 -1.0132 0.4131
C -2.7193 0.2302 -0.9920 0.2882 0.2701 -0.0524
N -1.7829 -0.6437 -0.6507 -0.4937 -1.4954 -0.0597
C -2.1726 -1.9469 -0.4142 -2.4603 2.0988 -0.1103
C -1.1535 -2.8992 -0.3498 2.1871 -2.3285 0.0837
N 0.1386 -2.4348 -0.5098 -1.4480 -0.4437 0.0509
C 1.0982 -3.3217 -0.7500 0.3511 0.3965 -0.1432
C 0.8934 -4.6904 -0.7165 -1.0435 -0.4935 0.2722
C -0.3770 -5.1889 -0.4205 1.0339 0.1248 -0.3011
C -1.4287 -4.3012 -0.2689 0.5195 1.7929 -0.1082
C -2.8007 -4.6741 -0.0724 -1.1622 -0.8025 0.2073
N -3.2118 -5.9120 0.1258 0.6253 0.0233 -0.0279
H -5.5509 -1.5825 -0.6215 -0.1761 -0.0953 -0.0116
H -4.7718 0.7054 -1.3010 -0.0748 0.1135 -0.0075
H -2.3734 1.2189 -1.2526 0.1053 -0.0227 0.0519
H 2.0751 -2.9222 -0.9839 -0.0643 0.1118 0.0812
H 1.7229 -5.3509 -0.9010 0.1261 -0.0658 -0.0119
H -0.5584 -6.2491 -0.3572 -0.0542 -0.1545 0.0195
C -1.1592 1.8200 -4.1209 0.0697 0.6584 -0.1767
N -1.3172 0.4243 -3.8240 0.2643 -0.6731 0.3322
C -0.3497 -0.4001 -3.3823 0.3544 -0.1781 -0.1680
Se 1.3610 0.0377 -2.8356 -0.5150 -0.3165 1.2963
N -0.8502 -1.6572 -3.3282 -0.0464 0.2338 -0.2373
C -2.1867 -1.6374 -3.6587 -0.4857 0.4235 -0.2420
C -3.1589 -2.6228 -3.6808 0.0779 0.1506 0.0161
C -4.4466 -2.2214 -3.9867 -0.0140 -0.0561 0.0002
C -4.7543 -0.8906 -4.2672 -0.0251 -0.0187 -0.0532
C -3.7828 0.0928 -4.2749 0.2392 -0.0096 -0.0499
C -2.4874 -0.2981 -3.9669 -0.4828 -0.6969 -0.1185
H -0.2429 2.1827 -3.6574 -0.0940 -0.0738 0.0472
H -2.0065 2.3834 -3.7333 0.0229 -0.0454 0.0677
H -1.0963 1.9726 -5.1995 -0.0110 -0.0563 0.0033
H -0.3078 -2.4595 -3.0426 0.0334 0.2280 -0.0515
H -2.9213 -3.6506 -3.4552 0.0069 -0.1562 0.0207
H -5.2339 -2.9561 -4.0002 -0.1348 -0.1188 -0.0175
H -5.7776 -0.6233 -4.4790 -0.0932 0.0289 -0.0665
H -4.0274 1.1205 -4.4890 -0.0159 0.1382 -0.0568
```
Positions in Å, forces in eV/Å.

Output
HOMO level (spin up / spin down)	-10.520 / -10.510	eV
frontier orbital gap (spin up / spin down)	6.6 / 6.5	eV
relative energy (zero: lowest compared OMol25 entry of this formula, charge and spin)	1.6	kcal/mol
lowest unoccupied orbital energy (spin up / spin down)	-0.144 / -0.146	Eh
total charge	+1
M	1066.9	u
strongest force on any atom	3.3	eV Å⁻¹
2S+1	2

---

No. 2
DFT (the ωB97M-V functional and the def2-TZVPD basis) results for a molecular structure, C53H42BrGeN8O3PtS.

Geometry as XYZ:
```
110
Properties=species:S:1:pos:R:3:forces:R:3
Pt -1.3447 -0.5255 -1.0862 -0.2421 0.0030 -0.1106
Br -3.4291 -0.2635 -2.3255 0.0359 0.0472 -0.0072
C -2.8219 -1.0966 -3.9390 0.0167 -0.0205 -0.0280
C -3.6410 -1.1642 -5.0203 -0.0234 0.0070 0.0018
C -3.1392 -1.7951 -6.1779 -0.0029 0.0046 -0.0027
C -1.8783 -2.3195 -6.1809 0.0033 0.0024 0.0079
C -1.0416 -2.2481 -5.0396 -0.0073 -0.0008 -0.0118
C 0.2574 -2.8118 -5.0342 -0.0105 0.0039 -0.0077
C 1.0296 -2.7452 -3.9140 0.0034 -0.0061 0.0131
C 0.5452 -2.1072 -2.7503 0.0134 0.0084 -0.0467
C -0.6827 -1.5167 -2.7088 0.0246 -0.0294 0.0636
C -1.5159 -1.6030 -3.8680 0.0353 0.0133 0.0021
H -4.6414 -0.7534 -5.0048 0.0013 0.0006 -0.0011
H -3.7651 -1.8574 -7.0568 -0.0024 -0.0038 0.0020
H -1.4953 -2.8057 -7.0690 0.0000 0.0010 -0.0006
H 0.6162 -3.3050 -5.9286 0.0011 0.0055 -0.0029
H 2.0163 -3.1893 -3.8942 -0.0062 0.0025 0.0043
H 1.1658 -2.1218 -1.8730 -0.0202 0.0268 -0.0295
C -2.3033 2.9684 -0.8550 0.0368 -0.0083 0.0403
C -2.7103 2.0675 0.2537 -0.0613 0.0277 -0.2311
N -2.4291 0.7732 0.3568 0.1725 -0.3499 0.3264
C -3.1321 0.2988 1.4530 -0.0634 0.1500 0.0185
C -3.8200 1.3220 2.0095 0.0667 0.0349 0.0148
N -3.5442 2.4333 1.2475 -0.1230 0.0045 -0.1234
C -4.1383 3.7687 1.4099 0.1050 -0.1107 -0.0502
N -3.2268 4.7449 1.9007 -0.0838 0.0974 0.0274
N -2.5820 5.5592 1.0187 0.0865 -0.1322 -0.0230
N -1.8137 6.3456 1.6576 0.0088 0.0203 0.0201
C -1.9386 6.0875 3.0097 0.0145 -0.0295 -0.0281
C -1.3078 6.6784 4.1081 0.0201 0.0048 0.0340
C -1.6313 6.1868 5.3497 0.0144 0.0184 -0.0179
C -2.5573 5.1336 5.5067 -0.0258 -0.0146 -0.0135
C -3.1831 4.5427 4.4333 -0.0242 0.0201 0.0385
C -2.8523 5.0523 3.1774 0.0480 -0.0585 0.0179
H -1.7545 2.4082 -1.6099 -0.0109 0.0263 0.0378
H -1.6888 3.7930 -0.4957 0.0229 -0.0032 -0.0266
H -3.1831 3.4112 -1.3258 -0.0013 0.0011 -0.0176
H -3.1346 -0.7363 1.7392 0.0296 0.0209 0.0288
H -4.4765 1.3605 2.8609 0.0139 -0.0040 0.0097
H -4.9893 3.6709 2.0809 0.0249 -0.0336 0.0212
H -4.4882 4.1073 0.4369 -0.0311 0.0372 0.0259
H -0.6018 7.4864 3.9755 -0.0069 0.0084 0.0043
H -1.1728 6.6128 6.2313 -0.0002 -0.0010 -0.0006
H -2.7803 4.7825 6.5054 0.0023 -0.0016 -0.0022
H -3.8859 3.7312 4.5686 0.0028 0.0022 0.0007
O -0.9466 2.7484 2.7339 -0.1319 0.0919 0.0866
S 0.4143 2.4671 2.3958 -0.0563 0.0173 -0.0471
O 1.4623 2.7106 3.3270 0.0178 0.0350 -0.0059
N 0.4535 0.8675 1.8914 -0.1100 0.0322 0.0536
C 0.6440 0.8181 0.6336 -0.1423 -0.1907 0.1282
O 0.6660 -0.3845 0.0150 0.3599 0.2081 -0.5989
C 0.8156 2.0927 -0.1025 0.0413 -0.0140 0.0095
C 0.9784 2.3350 -1.4548 0.0419 0.0192 -0.0180
C 1.0965 3.6577 -1.8701 0.0158 -0.0007 0.0270
C 1.0576 4.7041 -0.9533 0.0231 -0.0053 -0.0203
C 0.8857 4.4628 0.4084 0.0159 0.0031 0.0427
C 0.7661 3.1472 0.7971 -0.0675 -0.0075 -0.0012
H 1.0200 1.5267 -2.1724 -0.0026 -0.0350 0.0087
H 1.2262 3.8779 -2.9212 0.0068 0.0018 -0.0007
H 1.1590 5.7228 -1.3025 -0.0143 0.0053 0.0051
H 0.8382 5.2733 1.1238 -0.0258 0.0083 -0.0268
N -1.5591 -3.3303 2.0295 0.0575 -0.0088 -0.0463
C -1.1986 -2.2006 1.4064 0.1789 -0.1073 -0.0198
N -1.4437 -2.2715 0.1110 -0.1310 0.2430 0.2212
C -2.0026 -3.5242 -0.1364 0.0368 -0.0481 -0.0559
C -2.4230 -4.1340 -1.3167 -0.0276 0.0075 -0.0065
C -2.9085 -5.4202 -1.2192 -0.0037 -0.0076 -0.0038
C -2.9764 -6.0967 0.0113 -0.0023 0.0115 0.0001
C -2.5580 -5.5048 1.1835 -0.0003 0.0054 -0.0118
C -2.0707 -4.2058 1.0795 0.0134 -0.0113 0.0179
H -1.4483 -3.5073 3.0156 0.0178 0.0043 -0.0086
H -0.7399 -1.3579 1.9053 -0.0324 0.0323 0.0264
H -2.3618 -3.6283 -2.2703 0.0084 0.0210 0.0015
H -3.2427 -5.9279 -2.1136 -0.0031 -0.0028 0.0029
H -3.3651 -7.1053 0.0364 0.0013 0.0011 0.0004
H -2.6059 -6.0232 2.1316 -0.0001 -0.0014 -0.0059
C 2.7191 -5.6322 -1.3433 0.0019 -0.0053 -0.0047
C 3.6018 -4.6661 -1.8012 0.0035 -0.0059 0.0007
C 3.5091 -3.3625 -1.3325 0.0211 0.0317 0.0021
C 2.5433 -3.0157 -0.3837 0.0350 0.0692 -0.1033
C 1.6810 -4.0032 0.0862 0.0742 -0.0623 -0.0194
C 1.7596 -5.3003 -0.3959 -0.0303 -0.0089 0.0236
Ge 2.5768 -1.1684 0.1945 0.0427 -0.1307 0.1214
C 3.6695 -0.0844 -0.9657 0.0505 0.0975 0.1844
C 4.8929 0.3206 -0.4239 -0.0238 0.0645 -0.0477
C 5.8121 1.0139 -1.2006 -0.0032 0.0160 -0.0070
C 5.5177 1.3122 -2.5216 -0.0008 -0.0005 0.0106
C 4.3102 0.9022 -3.0739 -0.0111 0.0032 -0.0032
C 3.3957 0.2038 -2.3030 -0.0388 -0.1185 -0.0392
C 2.9157 -0.9455 2.0676 -0.0244 -0.0546 -0.0060
C 3.2935 0.2827 2.6116 0.0483 -0.0337 -0.0146
C 3.5415 0.4000 3.9683 0.0216 -0.0024 -0.0015
C 3.4203 -0.7108 4.7930 -0.0012 0.0037 -0.0056
C 3.0571 -1.9404 4.2621 -0.0139 0.0002 -0.0034
C 2.8048 -2.0587 2.9030 0.0233 -0.0256 0.0059
H 2.7853 -6.6464 -1.7144 0.0000 0.0007 0.0025
H 4.3637 -4.9252 -2.5245 0.0050 0.0035 0.0012
H 4.1987 -2.6149 -1.7087 -0.0110 -0.0104 -0.0075
H 0.9537 -3.7711 0.8445 -0.2578 0.0774 0.1603
H 1.0794 -6.0572 -0.0255 0.0032 0.0164 0.0036
H 5.1428 0.0934 0.6053 -0.0077 -0.0049 0.0044
H 6.7562 1.3194 -0.7701 0.0024 0.0016 -0.0038
H 6.2315 1.8564 -3.1254 0.0015 -0.0045 -0.0037
H 4.0868 1.1190 -4.1105 0.0060 0.0003 -0.0007
H 2.4744 -0.1343 -2.7626 -0.0473 -0.0199 0.0111
H 3.3905 1.1604 1.9823 -0.0086 -0.0051 0.0092
H 3.8187 1.3598 4.3819 -0.0040 -0.0044 -0.0010
H 3.6179 -0.6182 5.8527 0.0015 -0.0002 0.0001
H 2.9838 -2.8086 4.9036 0.0007 0.0002 0.0003
H 2.5536 -3.0307 2.4938 -0.0016 0.0113 -0.0011
```
Positions in Å, forces in eV/Å.

Output
HOMO level (spin up / spin down)	-12.683 / -12.683	eV
frontier orbital gap (spin up / spin down)	6.3 / 5.3	eV
relative energy (zero: lowest compared OMol25 entry of this formula, charge and spin)	25.8	kcal/mol
lowest unoccupied orbital energy (spin up / spin down)	-0.236 / -0.269	Eh
total charge	+2
M	1218.6	u
strongest force on any atom	0.7	eV Å⁻¹
2S+1	2